# 1
Here is a molecular structure, C3H6O3 at a distorted geometry from the Open Molecules 2025 dataset. Energies are from ωB97M-V with the def2-TZVPD basis set.

ORCA input file:
```
! wB97M-V def2-TZVPD RIJCOSX def2/J DEFGRID3
* xyz 0 1
H -2.2535 -1.6830 0.7001
O -2.3262 0.2671 0.1402
C -1.6585 -0.9233 0.1036
H -1.3872 -1.3336 -0.8905
O -0.4888 -0.8222 0.7664
H 2.5075 0.5313 0.0181
O -0.0015 1.6563 0.4807
H 1.9623 -1.2979 0.2184
H 0.6444 2.1886 0.9507
C 1.8328 -0.2674 0.2517
H -1.6641 1.0845 0.0570
C 0.5432 -0.1500 0.4052
*
```

Its energy above the lowest of the compared OMol25 structures with the same formula, charge and spin is 99.4 kcal per mole. As for the HOMO-LUMO gap: 10.8 eV. As for the lowest unoccupied orbital energy: 0.022 Ha.

Here are the Löwdin charges for atoms 1 to 4, given in e: 0.1591, -0.0304, -0.3218, 0.1424

***

# 2
Here is C3H6O3 in the gas phase from the Open Molecules 2025 dataset. Energies are from ωB97M-V with the def2-TZVPD basis set.

ORCA input file:
```
! wB97M-V def2-TZVPD RIJCOSX def2/J DEFGRID3
* xyz 0 1
H 0.0112 1.6659 -0.9967
H -1.8512 0.2463 -1.2616
C -0.2112 0.7790 -0.3705
H -0.4314 -1.7632 0.0894
O -1.5840 0.5042 -0.3708
C 0.5780 -1.4528 -0.1948
H 1.1947 -1.3489 0.7006
H 1.0188 -2.1932 -0.8581
O 1.2621 1.0817 1.5276
O 0.5460 -0.2430 -0.9379
H -0.7009 1.5585 1.6157
C 0.1679 1.1655 1.0572
*
```

As for the SMILES: CO[C@@H](O)C=O. Its energy above the lowest of the compared OMol25 structures with the same formula, charge and spin is 40.3 kcal per mole. As for the HOMO-LUMO gap: 10.5 eV. As for the lowest unoccupied orbital energy: 0.022 Ha.

Here are the Löwdin charges for atoms 1 to 4, given in e: 0.1685, 0.1132, -0.4182, 0.0927

***

# 3
Here is C3H6O3 in the gas phase from the Open Molecules 2025 dataset. Energies are from ωB97M-V with the def2-TZVPD basis set.

ORCA input file:
```
! wB97M-V def2-TZVPD RIJCOSX def2/J DEFGRID3
* xyz 0 1
H -1.5804 0.5591 -1.1792
C -0.8191 -0.5054 0.2093
H 0.8099 0.0767 1.6490
H -0.5497 1.8685 0.3757
H 1.8761 -1.2919 -0.1338
O 0.3917 1.6363 0.3508
H 1.5229 0.0322 -1.2967
O -0.1224 -1.2070 -0.8051
C 0.4565 0.2651 0.6274
O -1.8467 0.2978 -0.2852
H -1.2686 -1.1671 0.9556
C 1.1299 -0.5643 -0.4677
*
```

As for the SMILES: O[C@@H]1CO[C@@H]1O. Its energy above the lowest of the compared OMol25 structures with the same formula, charge and spin is 42.8 kcal per mole. As for the HOMO-LUMO gap: 11.3 eV. As for the lowest unoccupied orbital energy: 0.032 Ha.

Here are the Löwdin charges for atoms 1 to 4, given in e: 0.1186, -0.3625, 0.1482, 0.0927

***

# 4
Here is 2 unconnected molecules or ions with the total composition C3H6O3 from the Open Molecules 2025 dataset. Energies are from ωB97M-V with the def2-TZVPD basis set.

ORCA input file:
```
! wB97M-V def2-TZVPD RIJCOSX def2/J DEFGRID3
* xyz 0 1
H 1.8264 -0.6524 -1.1250
H -1.6820 -0.1089 1.4569
H 2.3346 -1.3909 0.4294
C -1.4442 0.7652 0.8231
O -2.1874 1.6961 0.6757
H 2.4896 0.3785 0.1680
O 0.5854 -0.3743 0.5171
H -2.4328 -0.9486 -1.3792
H -1.8589 -1.3592 -1.1446
O 0.3162 1.5448 -0.6498
C -0.0823 0.7170 0.1244
C 1.8954 -0.5133 -0.0437
*
```

As for the SMILES: COC(=O)C=O.[H][H]. Its energy above the lowest of the compared OMol25 structures with the same formula, charge and spin is 50.5 kcal per mole. As for the HOMO-LUMO gap: 10.1 eV. As for the lowest unoccupied orbital energy: -0.009 Ha.

Here are the Löwdin charges for atoms 1 to 4, given in e: 0.1005, 0.1284, 0.0949, -0.1803

***

# 5
Here is 2 unconnected molecules or ions with the total composition C3H6O3 at a distorted geometry from the Open Molecules 2025 dataset. Energies are from ωB97M-V with the def2-TZVPD basis set.

ORCA input file:
```
! wB97M-V def2-TZVPD RIJCOSX def2/J DEFGRID3
* xyz 0 1
H -2.5133 0.8883 1.2426
C -1.3751 0.1720 0.1090
H 3.4160 -1.4284 -0.8373
O 3.4104 -0.3047 0.7577
C 2.7669 -0.8402 -0.0990
H -1.1300 -1.4429 0.6469
C -1.2370 1.1833 -0.7211
O -0.6463 -0.9852 -0.0627
H 1.7336 -0.6696 -0.2154
H -1.9768 2.0370 -0.6360
H -0.4340 1.3130 -1.4511
O -2.0144 0.0774 1.2664
*
```

As for the SMILES: C=C(O)O.C=O. Its energy above the lowest of the compared OMol25 structures with the same formula, charge and spin is 67.8 kcal per mole. As for the HOMO-LUMO gap: 9.6 eV. As for the lowest unoccupied orbital energy: 0.019 Ha.

Here are the Löwdin charges for atoms 1 to 4, given in e: 0.1146, -0.5617, 0.0985, -0.0143

***

# 6
Here is C3H6O3 in the gas phase at a distorted geometry from the Open Molecules 2025 dataset. Energies are from ωB97M-V with the def2-TZVPD basis set.

ORCA input file:
```
! wB97M-V def2-TZVPD RIJCOSX def2/J DEFGRID3
* xyz 0 1
O 2.1421 0.9866 0.1970
H 1.5994 0.1609 -1.2292
H 0.7692 -1.4895 0.2409
O 0.6813 -0.2077 -1.3898
H 0.5420 1.2741 1.3813
C 1.0615 0.6548 0.6378
H -1.3174 0.8738 -1.0264
C 0.3467 -0.5120 -0.0465
C -1.1498 -0.5050 0.2559
O -1.6976 0.7253 -0.1482
H -1.3030 -0.5962 1.3435
H -1.6697 -1.3603 -0.2058
*
```

As for the SMILES: O=C[C@H](O)CO. Its energy above the lowest of the compared OMol25 structures with the same formula, charge and spin is 40.8 kcal per mole. As for the HOMO-LUMO gap: 10.9 eV. As for the lowest unoccupied orbital energy: 0.017 Ha.

Here are the Löwdin charges for atoms 1 to 4, given in e: 0.0617, 0.0941, 0.1566, -0.0442

***

# 7
Here is a molecular structure, C3H6O3 at a distorted geometry from the Open Molecules 2025 dataset. Energies are from ωB97M-V with the def2-TZVPD basis set.

ORCA input file:
```
! wB97M-V def2-TZVPD RIJCOSX def2/J DEFGRID3
* xyz 0 1
C -1.9222 -0.5208 -0.1081
O -0.4627 1.5984 -0.3302
H 2.2530 1.3982 -0.2837
C 0.1991 0.5722 -0.1194
C 1.6506 0.5011 0.1855
H 1.7794 -1.3578 0.2186
O 2.1942 -0.6658 -0.4698
O -0.4707 -0.5525 -0.0577
H -2.2475 -1.5649 -0.8425
H 1.7481 0.4855 1.3035
H -2.3404 -0.4942 1.1714
H -2.3810 0.6006 -0.6675
*
```

Its energy above the lowest of the compared OMol25 structures with the same formula, charge and spin is 87.1 kcal per mole. As for the HOMO-LUMO gap: 10.7 eV. As for the lowest unoccupied orbital energy: 0.022 Ha.

Here are the Löwdin charges for atoms 1 to 4, given in e: -0.0942, 0.0417, 0.1720, -0.5158

***

# 8
Here is 2 unconnected molecules or ions with the total composition C3H6O3 at a distorted geometry from the Open Molecules 2025 dataset. Energies are from ωB97M-V with the def2-TZVPD basis set.

ORCA input file:
```
! wB97M-V def2-TZVPD RIJCOSX def2/J DEFGRID3
* xyz 1 2
H 3.0977 1.5269 0.1481
H 1.8242 1.2304 -0.9893
C -1.9109 -0.0579 0.2006
O -2.9339 0.5798 -0.0721
H 1.4387 1.6876 0.7375
H -1.6408 -0.3122 1.2603
H -0.1966 -0.4706 -0.4521
H 2.7133 -0.6978 1.1763
C 2.0211 -0.3316 0.3997
C 2.0969 1.1216 0.0513
O 1.2112 -1.0897 -0.1094
O -1.2018 -0.5767 -0.6780
*
```

Its energy above the lowest of the compared OMol25 structures with the same formula, charge and spin is 16.6 kcal per mole. As for the HOMO-LUMO gap (spin up / spin down): 10.0 / 5.3 eV. As for the lowest unoccupied orbital energy (spin up / spin down): -0.196 / -0.367 Ha.

Here are the Löwdin charges for atoms 1 to 4, given in e: 0.0916, 0.0925, -0.2181, 0.4267

***

- What is the formula in the fifth record?
  C3H6O3